Run A
DFT (ωB97M-V with the def2-TZVPD basis set) results for an isolated molecule of C3H4NP.

Last column: natural (NBO) charge in e.
Atoms and positions in Å:
C: 1.5560 -0.7829 0.2399  0.224
C: 0.5625 0.2304 0.1922  -0.513
C: -0.9504 -0.4431 0.0226  -0.627
N: 2.4180 -1.5141 0.0487  -0.273
P: 0.8734 1.8609 -0.0754  0.533
H: -1.3084 -0.2405 -1.0407  0.234
H: -1.0019 -1.5354 0.2901  0.232
H: -1.7039 -0.0499 0.7342  0.228
H: -0.4452 2.4745 -0.4117  -0.037

Output
- SMILES = [H]/P=C(\C)C#N
- multiplicity = 1
- highest occupied orbital energy (eV) = -9.97
- M (g/mol) = 85.0

Run B
DFT (ωB97M-V with the def2-TZVPD basis set) results for an isolated molecule of C3H4NP.

Last column: natural (NBO) charge in e.
Atoms and positions in Å:
C: -0.6980 0.1490 -0.1504  -0.325
C: 0.4552 0.3156 -0.8708  -0.452
C: -0.5474 -1.1115 0.6224  0.100
N: 0.6279 -1.5420 0.7636  -0.725
P: 1.7673 -0.7918 -0.2197  0.765
H: -1.7089 0.4828 -0.5236  0.227
H: 0.5678 1.0899 -1.7603  0.239
H: -1.3255 -1.6541 1.0516  0.185
H: 1.9931 0.2425 0.6234  -0.014

Output
- SMILES = c1cn[pH]c1
- multiplicity = 1
- highest occupied orbital energy (eV) = -9.76
- M (g/mol) = 85.0

Run C
DFT (ωB97M-V with the def2-TZVPD basis set) results for an isolated molecule of C3H4NP.

Last column: natural (NBO) charge in e.
Atoms and positions in Å:
C: 0.3623 -1.1718 -0.0049  -0.590
C: 0.7980 1.2683 -0.0091  -0.203
C: -0.9180 -0.1804 -0.0665  -0.298
N: -0.5028 1.1460 -0.0086  -0.358
P: 1.7943 -0.2948 -0.0463  0.560
H: 0.1630 -2.2372 0.2023  0.234
H: 1.2051 2.2058 -0.0504  0.189
H: -1.5861 -0.1793 -0.8326  0.235
H: -1.3159 -0.5565 0.8161  0.231

Output
- SMILES = C1=NCC=P1
- multiplicity = 1
- highest occupied orbital energy (eV) = -9.57
- M (g/mol) = 85.0

Short version: run B is the most stable of them.

Run A
DFT (ωB97M-V with the def2-TZVPD basis set) results for the ion C4H12N2O with charge +2.

Last column: natural (NBO) charge in e.
Atoms and positions in Å:
O: -0.5000 0.4169 -2.1728  -0.407
C: -0.0188 1.1000 -1.3220  0.380
C: -0.4809 0.8905 0.1207  -0.143
C: 0.2291 -0.2319 0.9215  -0.439
C: 0.0413 -1.5582 0.2055  -0.241
N: 0.9825 -2.6336 0.6785  -0.664
N: -0.4408 2.1934 0.9220  -0.678
H: 0.7447 1.8584 -1.5500  0.162
H: -1.5282 0.6082 0.0530  0.261
H: -0.2666 -0.2616 1.8993  0.248
H: 1.2661 0.0757 1.1037  0.238
H: 0.1804 -1.4566 -0.8726  0.262
H: -0.9689 -1.9466 0.3199  0.257
H: 0.8268 -2.8230 1.6731  0.454
H: 1.9776 -2.4127 0.5281  0.456
H: 0.8227 -3.5095 0.1719  0.469
H: -1.3383 2.3624 1.3872  0.471
H: -0.3364 2.9876 0.2795  0.459
H: 0.3526 2.2667 1.5618  0.456

Output
- SMILES = [NH3+]CC[C@@H]([NH3+])C=O
- multiplicity = 1
- charge = +2
- highest occupied orbital energy (eV) = -18.31
- M (g/mol) = 104.2

Run B
DFT (ωB97M-V with the def2-TZVPD basis set) results for the ion C4H12N2O with charge +2.

Last column: natural (NBO) charge in e.
Atoms and positions in Å:
O: 0.6741 -1.3049 -2.4355  -0.382
C: -0.3470 -0.9538 -1.9452  0.392
C: -0.5402 -0.9293 -0.4233  -0.147
C: -0.1784 0.3573 0.3356  -0.436
C: 1.2787 0.8006 0.1861  -0.223
N: 1.6954 1.7025 1.3236  -0.658
N: -1.9773 -1.3146 -0.1091  -0.670
H: -1.2513 -0.6900 -2.5225  0.139
H: 0.0969 -1.6773 0.0138  0.253
H: -0.3969 0.1820 1.3992  0.224
H: -0.8581 1.1887 0.1119  0.244
H: 1.4461 1.3136 -0.7433  0.257
H: 1.8779 -0.0791 0.2143  0.244
H: 1.5627 1.2097 2.2010  0.451
H: 1.1399 2.5619 1.3191  0.456
H: 2.6767 1.9476 1.1868  0.471
H: -2.1745 -1.1430 0.8774  0.458
H: -2.1053 -2.3236 -0.2333  0.468
H: -2.6194 -0.8481 -0.7565  0.459

Output
- SMILES = [NH3+]CC[C@@H]([NH3+])C=O
- multiplicity = 1
- charge = +2
- highest occupied orbital energy (eV) = -18.25
- M (g/mol) = 104.2

Short version: run A is the most stable of them.

Run A
DFT (ωB97M-V with the def2-TZVPD basis set) results for an isolated molecule of C2H4OS2.

Last column: natural (NBO) charge in e.
Atoms and positions in Å:
C: -1.0377 0.1779 -0.3015  0.117
C: 0.3392 -0.1434 0.5800  -0.622
O: -0.8200 0.3506 -1.5839  -0.687
S: -2.5908 0.8705 0.2986  0.082
S: -2.3557 -1.1752 0.0506  -0.061
H: 1.0486 -0.8780 0.1554  0.232
H: -0.0617 -0.4389 1.5596  0.238
H: 0.8974 0.7758 0.4596  0.218
H: -1.5520 0.2194 -2.0696  0.484

Output
- SMILES = CC1(O)SS1
- multiplicity = 1
- highest occupied orbital energy (eV) = -8.29
- M (g/mol) = 108.2

Run B
DFT (ωB97M-V with the def2-TZVPD basis set) results for an isolated molecule of C2H4OS2.

Last column: natural (NBO) charge in e.
Atoms and positions in Å:
C: -1.0059 0.5291 -0.4716  -0.423
C: 0.0877 0.4685 0.3047  -0.283
O: 2.8716 0.6212 0.5711  -0.826
S: 3.4365 -0.7579 -0.1786  0.308
S: 1.7196 1.6061 -0.1244  0.468
H: -1.8711 -0.0855 -0.3117  0.214
H: -1.1083 1.1786 -1.4488  0.222
H: 0.3501 -0.0120 1.2377  0.220
H: 2.3502 -1.6744 0.2744  0.101

Output
- SMILES = C=CSOS
- multiplicity = 1
- highest occupied orbital energy (eV) = -8.96
- M (g/mol) = 108.2

Run C
DFT (ωB97M-V with the def2-TZVPD basis set) results for an isolated molecule of C2H4OS2.

Last column: natural (NBO) charge in e.
Atoms and positions in Å:
C: 0.5825 -0.5159 0.0291  -0.678
C: 0.7078 0.8714 -0.4985  -0.249
O: -2.0545 -0.0920 -0.5153  -0.933
S: -1.2366 -1.1102 0.1645  1.099
S: -0.0025 2.2307 0.1740  0.066
H: 1.1909 -1.2345 -0.5105  0.237
H: 0.7037 -0.4114 1.1222  0.250
H: 1.2156 0.9454 -1.4567  0.198
H: -1.1069 -0.6835 1.4911  0.012

Output
- multiplicity = 1
- highest occupied orbital energy (eV) = -8.97
- M (g/mol) = 108.2

Short version: run A is the most stable of them.

Run A
DFT (ωB97M-V with the def2-TZVPD basis set) results for a structure of composition C5H6NO.

Last column: Löwdin charge in e.
Atoms and positions in Å:
C: -2.7244 0.4588 0.1296  0.219
C: -2.2248 -0.7817 -0.1059  0.216
C: -1.3343 0.2907 0.0750  -0.017
C: -0.0149 0.7200 0.1229  -0.012
C: 2.3372 0.0510 -0.0516  -0.034
N: 0.9632 -0.1104 -0.0176  -0.044
O: 0.5301 -1.8686 -0.1706  -0.151
H: -3.5555 1.1159 0.2714  0.140
H: -2.3474 -1.8255 -0.2995  0.144
H: 0.2156 1.7734 0.2811  0.160
H: 2.8077 -0.6829 0.6137  0.128
H: 2.6419 1.0691 0.2053  0.114
H: 2.7057 -0.2100 -1.0539  0.136

Output
- multiplicity = 1
- charge = +1
- highest occupied orbital energy (eV) = -13.96
- M (g/mol) = 96.1

Run B
DFT (ωB97M-V with the def2-TZVPD basis set) results for a structure of composition C5H6NO.

Last column: natural (NBO) charge in e.
Atoms and positions in Å:
C: 1.2228 -2.0925 0.0061  0.261
C: 2.0175 -1.0971 0.1634  0.034
C: 1.4098 0.7285 -0.3340  -0.299
C: 0.3908 -0.7177 -0.4361  -0.168
C: -0.8407 -0.5834 0.4118  -0.668
N: 2.6281 0.0747 0.0396  0.252
O: 3.7113 0.5430 0.2271  -0.112
H: 1.4661 1.1333 -1.3893  0.295
H: 1.1167 1.6486 0.3862  0.322
H: 0.3080 -0.9927 -1.4928  0.287
H: -1.7125 -1.1824 0.1767  0.281
H: -1.2550 0.4990 0.3783  0.252
H: -0.6946 -0.8468 1.5436  0.265

Output
- multiplicity = 1
- charge = +1
- highest occupied orbital energy (eV) = -16.12
- M (g/mol) = 96.1

Short version: run A is the most stable of them.

Run A
DFT (ωB97M-V with the def2-TZVPD basis set) results for a cluster of 2 separate species, C3H13N3O in total.

Last column: natural (NBO) charge in e.
Atoms and positions in Å:
C: 1.2671 -0.9728 2.2219  -0.426
C: 0.9843 -1.0523 -0.1932  -0.446
N: 1.1243 -0.2222 0.9937  -0.300
N: 0.2916 0.8824 1.0286  -0.201
O: -0.8774 0.7340 1.8981  -0.630
H: -1.5026 0.1841 1.3998  0.457
H: 0.7785 1.6393 1.5181  0.341
H: 1.3365 -0.2807 3.0607  0.205
H: 0.2621 -0.6049 -0.8716  0.252
H: 0.4230 -1.6532 2.4011  0.175
H: 2.1842 -1.5581 2.1681  0.201
H: 1.9558 -1.1183 -0.6857  0.188
H: 0.6469 -2.0628 0.0545  0.174
C: -0.9644 1.0491 -2.5918  -0.412
N: -1.5201 0.3276 -1.4571  -0.849
H: -2.4936 0.1002 -1.6330  0.353
H: -1.4810 0.9326 -0.6428  0.365
H: -1.5100 1.9660 -2.8449  0.169
H: -0.9694 0.3941 -3.4630  0.189
H: 0.0642 1.3158 -2.3616  0.196

Output
- SMILES = CN(C)NO.CN
- multiplicity = 1
- highest occupied orbital energy (eV) = -8.64
- M (g/mol) = 107.2

Run B
DFT (ωB97M-V with the def2-TZVPD basis set) results for a cluster of 3 separate species, C3H13N3O in total.

Last column: natural (NBO) charge in e.
Atoms and positions in Å:
C: -0.3712 0.9413 -0.2634  0.483
C: -0.1820 0.4016 -1.6563  -0.679
C: 0.8599 1.0915 0.5408  -0.752
N: -1.1666 -0.7031 0.5578  -0.970
N: -1.2982 1.9455 -0.1562  -0.801
H: -1.3937 2.3854 0.7467  0.385
H: -1.6948 -0.4578 1.3895  0.366
H: -1.7896 -1.1917 -0.0766  0.368
H: -2.1720 1.8264 -0.6487  0.381
H: 0.4346 -0.4951 -1.6084  0.268
H: 0.3331 1.1564 -2.2563  0.231
H: -1.1390 0.1862 -2.1340  0.205
H: 0.6965 1.6567 1.4592  0.203
H: 1.6485 1.5415 -0.0624  0.234
H: 1.2414 0.0560 0.8380  0.332
N: 1.1357 -1.8015 1.1519  -0.780
O: 1.8174 -2.0241 -0.1386  -0.669
H: 1.5321 -2.8981 -0.4321  0.442
H: 1.7272 -2.2642 1.8436  0.318
H: -0.2190 -1.3529 0.9054  0.435

Output
- multiplicity = 1
- highest occupied orbital energy (eV) = -6.59
- M (g/mol) = 107.2

Short version: run A is the most stable of them.